Entry 1:
{"formula": "C5H10N3OS", "method": "wB97M-V/def2-TZVPD", "energy_ha": -833.80175, "orbital_gap_ev": 8.3, "charge": 1, "e_lumo_ev": -5.354, "e_above_lowest_kcal_mol": 91.2, "symbols": ["C", "C", "C", "C", "C", "N", "N", "N", "O", "S", "H", "H", "H", "H", "H", "H", "H", "H", "H", "H"], "coordinates": [[-0.3772, 0.0168, -0.7665], [-2.7923, 0.0962, 0.0605], [0.6732, -0.2999, 0.1766], [1.8557, -1.1491, -0.1971], [0.4714, -0.0457, 1.7134], [0.7126, 0.9289, -0.5556], [-1.6421, 0.6078, -0.0095], [-0.7177, -0.5437, -1.9122], [0.3522, 1.9980, 0.2376], [-4.2893, -0.3209, 0.1460], [1.6838, -2.2489, -0.0151], [2.6528, -0.9100, 0.4529], [2.1113, -0.9509, -1.2092], [1.0682, -0.7602, 2.3308], [-0.6644, 0.0249, 2.0256], [1.0153, 0.9234, 1.9433], [-1.2999, 1.3901, 0.6769], [-1.1706, -1.4958, -2.1374], [-0.3519, -0.1200, -2.7627], [0.7091, 2.8591, -0.1983]]}

=====

Entry 2:
{"formula": "C18H26B11Br6CoN5O3Se", "method": "wB97M-V/def2-TZVPD", "energy_ha": -20702.82268, "orbital_gap_ev": [5.1, 6.0], "multiplicity": 4, "charge": -2, "e_lumo_ev": [3.723, 3.721], "symbols": ["Co", "Br", "B", "B", "C", "B", "B", "B", "B", "B", "Br", "B", "Br", "B", "Br", "B", "Br", "B", "Br", "H", "H", "H", "H", "H", "H", "C", "C", "N", "O", "C", "C", "N", "O", "H", "H", "H", "H", "H", "H", "H", "C", "N", "C", "C", "N", "C", "C", "Se", "H", "H", "H", "H", "H", "H", "H", "H", "C", "C", "C", "C", "C", "C", "C", "H", "H", "H", "H", "H", "O", "C", "N"], "coordinates": [[-2.0096, -0.7094, 0.1231], [1.0041, -1.0753, -1.2169], [0.9214, 0.1859, -2.6824], [1.5716, -0.2014, -4.3201], [0.5808, 0.7831, -5.3699], [-0.2537, -0.0379, -4.0337], [-0.7543, 1.6486, -4.6249], [0.7501, 2.5015, -5.2677], [2.1785, 1.3690, -5.0730], [2.4004, 1.0415, -3.3234], [4.1869, 0.7116, -2.6150], [1.8988, 2.6900, -3.9015], [3.1094, 4.2195, -3.8226], [0.1135, 2.8613, -3.6253], [-0.7003, 4.5849, -3.2264], [-0.4901, 1.3167, -2.8642], [-1.9222, 1.3573, -1.5583], [1.1446, 1.9720, -2.4342], [1.4878, 2.7031, -0.6787], [2.0411, -1.2287, -4.6685], [0.7229, 1.1514, -4.3347], [-0.9716, -0.9504, -4.2096], [-1.7933, 1.8046, -5.1644], [0.6783, 3.2108, -6.2117], [3.0329, 1.3395, -5.8913], [-2.5189, -4.7121, 1.4276], [-2.2247, -3.4523, 0.6732], [-1.7466, -2.3963, 1.2207], [-1.5526, -2.4264, 2.5924], [-2.4921, -3.3486, -0.7502], [-2.8012, -4.5172, -1.6258], [-2.4031, -2.1292, -1.2386], [-2.5756, -1.9245, -2.4770], [-2.5498, -4.5176, 2.4962], [-1.7497, -5.4636, 1.2311], [-3.4749, -5.1221, 1.1012], [-1.2614, -1.5081, 2.7458], [-2.3654, -5.4401, -1.2367], [-2.3984, -4.3169, -2.6195], [-3.8793, -4.6742, -1.7447], [3.2520, -2.7015, 3.2000], [3.8234, -1.3751, 3.2828], [5.0830, -1.0412, 3.7420], [5.2268, 0.2895, 3.5708], [4.0549, 0.7568, 3.0107], [3.7774, 2.1113, 2.5765], [3.1770, -0.2677, 2.8244], [1.4940, -0.1551, 2.1203], [3.9471, -3.4064, 3.6532], [3.0709, -2.9638, 2.1578], [2.2937, -2.7231, 3.7179], [5.7595, -1.7730, 4.1453], [6.0526, 0.9396, 3.7966], [4.6119, 2.7454, 2.8704], [2.8520, 2.4599, 3.0332], [3.6446, 2.1350, 1.4947], [-1.5287, 0.4545, 1.5477], [-1.9968, 1.4705, 2.3927], [-3.1390, 2.2469, 2.0430], [-3.5886, 3.2631, 2.8590], [-2.9396, 3.5638, 4.0585], [-1.8260, 2.8109, 4.4289], [-1.3619, 1.7890, 3.6247], [-3.6636, 1.9994, 1.1302], [-4.4626, 3.8325, 2.5616], [-3.2973, 4.3670, 4.6920], [-1.3168, 3.0251, 5.3633], [-0.4919, 1.2143, 3.9178], [-6.3048, -1.1011, 0.4592], [-5.1356, -0.7969, 0.4552], [-4.0020, -0.4693, 0.4686]]}

=====

Entry 3:
{"formula": "C37H49IN5O4S", "method": "wB97M-V/def2-TZVPD", "energy_ha": -2708.46744, "orbital_gap_ev": 5.5, "charge": 1, "e_lumo_ev": -5.034, "symbols": ["C", "C", "C", "C", "S", "N", "C", "C", "C", "O", "I", "C", "C", "C", "C", "C", "C", "C", "C", "C", "C", "C", "O", "O", "C", "C", "C", "O", "H", "H", "H", "H", "H", "H", "H", "H", "H", "H", "H", "H", "H", "H", "H", "H", "H", "H", "H", "H", "H", "C", "C", "C", "C", "N", "H", "H", "H", "H", "H", "H", "H", "C", "C", "C", "C", "N", "H", "H", "H", "H", "H", "H", "H", "C", "C", "C", "C", "N", "H", "H", "H", "H", "H", "H", "H", "C", "C", "C", "C", "N", "H", "H", "H", "H", "H", "H", "H"], "coordinates": [[-2.0015, 2.0028, -1.4471], [-0.8811, 2.1604, -0.4581], [-1.2961, 2.0677, 1.1334], [-1.9135, 3.4224, 1.8239], [-2.1355, 4.9864, 0.7731], [-2.3038, 3.4312, 3.2854], [-2.2150, 2.2298, 4.2328], [-2.7151, 2.4966, 5.7815], [-4.1585, 1.8021, 6.1563], [-4.5766, 1.9037, 7.4471], [-5.5046, 0.7700, 4.7743], [-1.6332, 0.7585, 3.6912], [-1.5457, -0.5648, 4.6550], [-0.4473, -0.4715, 5.8686], [-1.1305, -0.3397, 7.3619], [-0.2341, 0.3822, 8.5623], [-0.7903, 0.6319, 10.1036], [-2.3185, 0.1234, 10.4266], [-3.2784, -0.6069, 9.3033], [-2.6436, -0.8200, 7.7786], [-1.1697, 0.7305, 2.0844], [-0.5390, -0.6243, 1.3499], [-1.2454, -1.7168, 1.0492], [0.9103, -0.5933, 0.9639], [1.7192, -0.9756, 2.1338], [2.1332, 0.5387, 2.9865], [3.8310, 0.7908, 3.1862], [2.7828, 0.3660, 4.3874], [-1.8558, 1.4229, -2.4639], [-3.0647, 2.4273, -1.1413], [0.1939, 2.3804, -0.8777], [-1.8888, 6.0923, 1.6099], [-2.6661, 4.3509, 3.6712], [-1.8419, 2.2300, 6.5395], [-2.8788, 3.6722, 5.9095], [-2.6345, -0.8350, 4.9885], [-1.1897, -1.4631, 3.9543], [0.3521, 0.3835, 5.7258], [0.1704, -1.4930, 5.8844], [0.8417, 0.7682, 8.2940], [-0.0942, 1.1571, 10.9009], [-2.7683, 0.3135, 11.5140], [-4.3710, -0.9135, 9.6113], [-3.3540, -1.3145, 6.9897], [2.7417, -1.4747, 1.8586], [1.0874, -1.6011, 2.9008], [1.4162, 1.5420, 2.7457], [3.6296, 1.8715, 2.7139], [4.3850, 1.2553, 4.0840], [-5.1636, 3.2312, -4.7943], [-4.3653, 4.5261, -4.9072], [-3.1192, 4.3825, -5.7832], [-2.1913, 3.3358, -5.1881], [-1.4215, 2.4677, -4.6945], [-4.5808, 2.4374, -4.3165], [-6.0586, 3.3886, -4.1840], [-5.4818, 2.8790, -5.7822], [-4.0769, 4.8539, -3.9009], [-5.0104, 5.3058, -5.3273], [-2.5901, 5.3393, -5.8435], [-3.3959, 4.0827, -6.7998], [9.1916, -0.7624, 3.0536], [8.6673, -1.6995, 4.1371], [7.1743, -1.5126, 4.4140], [6.9140, -0.0918, 4.8877], [6.6981, 1.0867, 5.2807], [9.0949, 0.2879, 3.3462], [10.2539, -0.9513, 2.8695], [8.6505, -0.9098, 2.1120], [9.2401, -1.5331, 5.0576], [8.8473, -2.7353, 3.8287], [6.8447, -2.2151, 5.1867], [6.5880, -1.7038, 3.5088], [-1.0708, -2.6188, -6.8768], [-0.6277, -1.2419, -6.3925], [-1.0382, -0.9592, -4.9461], [-2.5524, -1.0103, -4.8228], [-3.8084, -1.0526, -4.7205], [-2.1611, -2.7161, -6.8755], [-0.7313, -2.7879, -7.9035], [-0.6528, -3.4104, -6.2444], [-1.0530, -0.4788, -7.0558], [0.4624, -1.1696, -6.4760], [-0.6861, 0.0323, -4.6425], [-0.5962, -1.6984, -4.2692], [0.0177, -4.9843, -11.7289], [1.3389, -5.6103, -11.2934], [1.7043, -5.2812, -9.8447], [1.8469, -3.7767, -9.6803], [1.9653, -2.5288, -9.5439], [0.0584, -3.8910, -11.6964], [-0.2165, -5.2696, -12.7593], [-0.8052, -5.3185, -11.0868], [2.1338, -5.2643, -11.9654], [1.2715, -6.6979, -11.4075], [2.6505, -5.7633, -9.5771], [0.9313, -5.6469, -9.1602]]}

=====

Entry 4:
{"formula": "C21H30F5HfNO2P2", "method": "wB97M-V/def2-TZVPD", "energy_ha": -2253.47525, "orbital_gap_ev": 6.5, "e_lumo_ev": -0.762, "symbols": ["Hf", "P", "P", "N", "H", "C", "H", "H", "H", "C", "H", "H", "H", "C", "H", "H", "H", "C", "H", "H", "H", "C", "H", "H", "H", "C", "H", "H", "H", "C", "C", "C", "C", "C", "C", "H", "H", "H", "H", "H", "C", "O", "C", "H", "H", "H", "C", "H", "H", "H", "F", "C", "C", "F", "C", "F", "C", "O", "C", "F", "C", "F"], "coordinates": [[-0.3554, 0.0288, 0.7717], [1.8425, 0.4272, -0.7751], [-2.4256, 1.6119, 1.0344], [-1.1197, -0.5691, -0.8910], [4.1592, -1.0644, 2.7260], [2.3204, -1.3212, -1.0621], [3.2217, -1.3496, -1.6898], [1.4967, -1.8469, -1.5661], [2.5110, -1.7929, -0.0904], [3.3619, 1.2538, -0.2173], [4.2192, 0.9222, -0.8198], [3.5259, 1.0079, 0.8383], [3.2323, 2.3403, -0.3226], [1.7167, 1.0115, -2.5046], [2.6584, 0.8284, -3.0421], [1.4966, 2.0859, -2.5058], [0.8991, 0.4996, -3.0254], [-3.7806, 0.3857, 1.2891], [-4.6663, 0.8927, 1.6988], [-3.4586, -0.3980, 1.9899], [-4.0360, -0.0904, 0.3326], [-2.6631, 2.6984, 2.4729], [-3.7295, 2.7735, 2.7277], [-2.2687, 3.6955, 2.2414], [-2.1105, 2.2942, 3.3310], [-3.1223, 2.6186, -0.3198], [-4.1783, 2.8618, -0.1291], [-3.0491, 2.0790, -1.2727], [-2.5490, 3.5513, -0.3985], [-1.5346, -0.6276, -2.1698], [-2.1168, -1.9270, -4.1552], [-1.8163, -1.8732, -2.8007], [-1.6506, 0.5670, -2.9534], [-1.9718, 0.5035, -4.3031], [-2.1999, -0.7396, -4.9115], [-2.2970, -2.8915, -4.6320], [-1.7538, -2.7669, -2.1748], [-1.4362, 1.5191, -2.4633], [-2.0473, 1.4321, -4.8756], [-2.4468, -0.7894, -5.9710], [3.1303, -0.8836, 2.9901], [2.1257, -0.7450, 2.0102], [2.8054, -2.1011, 3.8561], [1.9425, -1.8898, 4.4956], [3.6502, -2.3502, 4.5086], [2.5604, -2.9630, 3.2297], [3.1708, 0.4111, 3.7955], [2.2831, 0.4896, 4.4306], [3.1784, 1.2849, 3.1462], [4.0630, 0.4300, 4.4285], [-0.0608, -2.3017, 7.4241], [-0.3006, -2.0294, 6.1294], [-0.1076, -0.7312, 5.6482], [0.2618, 0.2614, 6.4897], [-0.3160, -0.4838, 4.3083], [-0.1188, 0.7815, 3.7888], [-0.7502, -1.4994, 3.4376], [-0.9012, -1.2632, 2.1400], [-1.0009, -2.7764, 3.9499], [-1.4594, -3.7264, 3.1086], [-0.7666, -3.0460, 5.2860], [-0.9912, -4.2780, 5.7833]]}

=====

Entry 5:
{"formula": "C16H17NOS", "method": "wB97M-V/def2-TZVPD", "energy_ha": -1147.65332, "orbital_gap_ev": 7.8, "e_lumo_ev": 0.215, "smiles": "CSc1ccccc1C(=O)Nc1ccc(C)cc1C", "e_above_lowest_kcal_mol": 286.7, "symbols": ["C", "H", "H", "H", "S", "C", "C", "C", "C", "C", "C", "C", "O", "N", "C", "C", "C", "C", "C", "C", "C", "H", "H", "H", "H", "C", "H", "H", "H", "H", "H", "H", "H", "H", "H", "H"], "coordinates": [[3.6631, -2.9865, -0.5800], [4.3406, -3.4364, -0.0399], [3.9170, -1.8809, -0.8507], [3.4971, -3.4095, -1.5916], [2.3484, -2.7226, 0.3132], [1.2314, -2.0474, -0.7402], [0.3452, -2.8473, -1.3837], [-0.5911, -2.0747, -2.5519], [-0.5354, -0.7356, -2.6658], [0.3294, 0.0520, -1.7807], [1.0746, -0.7772, -1.0240], [2.2004, 0.1314, -0.3248], [3.5206, 0.2338, -0.2825], [1.5635, 1.1111, 0.6230], [0.3358, 1.5469, 0.7263], [-0.1110, 2.6435, 0.5395], [-1.3897, 3.1869, 0.7212], [-2.3491, 2.1769, 1.2032], [-2.0697, 1.0351, 1.4460], [-0.6576, 0.4787, 1.4670], [-0.1364, -0.7374, 1.8438], [-0.5563, -1.7597, 1.3044], [-0.7372, -1.0161, 2.8846], [0.8471, -0.9870, 2.1220], [-2.6991, 0.3295, 1.6837], [-3.8944, 2.6730, 1.2821], [-4.0484, 3.2643, 0.5083], [-4.0696, 3.2339, 2.0494], [-4.4092, 1.6470, 1.5100], [-1.8019, 4.1032, 0.3631], [0.4939, 3.4209, -0.0800], [2.3988, 1.8603, 0.9198], [0.3023, 1.0651, -1.9077], [-1.1312, -0.1764, -3.2018], [-1.2562, -2.6871, -2.9895], [0.0340, -3.9115, -1.5158]]}